Record 1
17
Properties=species:S:1:pos:R:3:forces:R:3 method="wB97M-V/def2-TZVPD" homo_lumo_gap_ev=8.64 smiles="C1=CCSN=C1.C=C" de_lowest_kcal_mol=67.23 lumo_energy_ev=0.21 total_charge=0
C -1.87837 -0.30017 0.85258 1.73 -1.15 -3.85
C -1.24080 -1.14299 -0.03430 0.23 -1.67 3.85
C -1.95691 1.08811 0.52362 -0.95 0.95 1.11
C 2.80588 0.31483 -0.18501 1.95 -1.22 -3.85
C 2.22061 0.30981 0.96157 -1.17 -0.02 1.66
C -0.89795 -0.72540 -1.38985 0.06 -0.07 -0.75
N -1.19201 1.72669 -0.27046 0.07 0.32 -0.41
S -0.17659 0.88624 -1.25679 -0.14 0.86 -0.64
H -2.21701 -0.63054 1.76904 -0.53 -0.62 1.81
H -0.89131 -2.17225 0.39603 -0.87 1.79 -1.12
H -2.58439 1.72158 1.15440 0.00 -0.05 -0.09
H 3.91295 0.17740 -0.44530 -1.59 0.55 0.95
H 2.16042 0.22222 -1.10275 0.92 0.37 1.04
H 2.66059 0.29412 1.92598 0.88 0.05 0.60
H 1.14694 0.28759 1.01581 -0.36 0.15 -0.16
H -1.78291 -0.81251 -2.01479 -0.12 0.43 -0.41
H -0.08912 -1.24475 -1.89978 -0.09 -0.65 0.24

***

Record 2
84
Properties=species:S:1:pos:R:3:forces:R:3 method="wB97M-V/def2-TZVPD" homo_lumo_gap_ev=8.29 smiles="NC(N)=O.NC(N)=O.NC(N)=O.CCO.CCO.CCO.CCO.CO.CO.CO.CO" de_lowest_kcal_mol=167.43 lumo_energy_ev=-0.13 total_charge=0
C 4.09999 -0.40344 -2.06910 -0.79 -0.01 0.92
C 3.01099 -1.24044 -2.75310 -0.63 0.13 2.23
O 2.28199 -0.42944 -3.68110 1.92 0.20 0.48
H 3.52499 0.34156 -1.47910 1.00 -0.01 -0.24
H 4.73399 0.05556 -2.81310 0.17 0.36 -0.15
H 4.73699 -0.97744 -1.33410 -0.95 0.33 -0.95
H 2.34499 -1.61544 -1.91110 0.47 0.31 -1.09
H 3.51499 -2.09744 -3.12510 -0.02 -0.93 -1.24
H 1.42499 -0.77844 -3.88210 -0.60 -0.82 -0.03
C -1.25501 -0.50344 3.19290 -1.29 1.15 1.75
C -1.39401 -0.32544 4.75590 -0.58 -1.12 -1.86
O -1.79701 -1.61344 5.32590 1.89 1.03 0.13
H -0.65601 -1.35044 2.97290 1.03 -0.48 -0.19
H -1.00201 0.41956 2.65190 0.33 -0.42 0.39
H -2.24301 -0.76444 2.87090 -0.69 -0.18 -0.48
H -2.21201 0.33856 4.99790 0.06 0.69 -0.09
H -0.45001 0.09256 5.09190 -0.01 -0.64 0.90
H -2.69101 -1.75844 5.04690 -0.68 -0.05 -0.18
C -2.44401 2.93356 1.04390 0.25 -0.11 -0.75
C -3.29401 1.69556 1.09990 -1.75 -0.01 -0.06
O -2.63601 0.59056 0.54990 1.44 -0.40 -1.09
H -2.30601 3.32156 0.05290 -0.38 0.04 -0.82
H -1.43201 2.71256 1.31890 0.57 -0.11 0.86
H -2.85301 3.74856 1.60790 -0.19 0.21 0.62
H -4.27201 1.83056 0.52390 0.97 0.08 1.07
H -3.44601 1.41056 2.13490 -0.71 0.43 0.40
H -3.04101 -0.27044 0.72690 -0.37 -0.16 0.32
C -2.24001 -2.50244 -0.94710 0.82 -1.41 -0.16
C -2.28301 -2.83844 0.52990 0.89 3.56 -0.55
O -3.41801 -2.11444 1.00090 -0.81 -0.33 1.90
H -1.39101 -2.94444 -1.40610 1.13 -0.63 -0.27
H -2.13901 -1.49644 -1.28210 -0.02 1.26 0.85
H -3.03801 -2.87644 -1.54710 -1.13 -0.55 0.10
H -1.36301 -2.49844 1.08290 -0.58 0.05 -0.75
H -2.40201 -3.79844 0.87190 -0.24 -2.83 -0.28
H -3.65701 -2.57244 1.84090 -0.12 0.94 -0.82
C 4.70299 0.43556 1.04690 -4.71 -7.03 1.74
O 3.82299 -0.63844 1.26990 3.75 5.35 -1.30
N 5.95399 0.19856 0.81390 3.88 -2.75 -1.21
N 4.41799 1.68856 1.13790 -1.57 3.14 0.51
H 6.30099 -0.76344 0.58890 -0.80 1.58 0.46
H 6.51299 0.97356 0.51690 0.43 -0.09 -0.16
H 3.46599 1.82756 1.54290 0.74 0.57 -0.17
H 5.18099 2.38656 1.20490 -1.20 -0.79 -0.04
C -3.26701 1.81456 -3.09210 1.24 4.34 -4.30
O -2.95301 2.56656 -4.19610 -1.30 -3.82 5.43
N -2.46501 1.63356 -2.03510 2.55 1.56 -2.10
N -4.49501 1.35156 -2.89410 -2.70 -1.66 0.40
H -1.58401 2.18856 -2.11510 -0.84 -0.86 0.18
H -2.62001 1.23956 -1.15310 -0.93 -0.94 0.90
H -5.25101 1.45956 -3.58810 1.11 -0.14 0.69
H -4.65201 0.75156 -2.05410 -0.04 0.88 -1.41
C 0.63299 2.36856 -2.86110 -1.90 1.30 -8.59
O 0.53399 2.34256 -4.26210 1.21 -0.43 7.49
N -0.23801 3.18356 -2.23510 -0.79 2.40 1.54
N 1.40799 1.69956 -2.05210 1.38 -1.71 0.77
H -0.82701 3.85956 -2.75410 0.96 -0.89 0.01
H 0.03599 3.48256 -1.28610 -0.32 -0.16 -0.86
H 1.95299 0.97956 -2.52010 0.00 0.01 -0.17
H 1.08199 1.46356 -1.10710 0.10 0.56 -0.61
C -0.92201 -0.95944 -3.60610 -0.71 0.95 0.09
O -0.08101 -2.06644 -3.46410 0.74 -1.05 0.46
H -0.83601 -0.59844 -4.62910 -0.36 0.45 -0.02
H -0.60401 -0.14444 -2.91010 -0.21 -0.76 -0.59
H -1.96001 -1.24744 -3.37110 0.19 0.41 -0.20
H -0.45201 -2.80244 -3.96410 0.18 0.14 0.02
C 1.20699 -4.54544 2.03190 -0.66 -0.12 -0.43
O 1.65899 -3.39544 1.35190 -0.28 0.15 -0.11
H 0.20199 -4.44544 2.41790 -0.70 0.17 -0.15
H 1.76799 -4.76244 2.90190 1.12 -0.27 0.89
H 1.21799 -5.42544 1.37690 0.17 0.42 -0.06
H 1.39299 -2.60044 1.84090 0.45 -0.45 -0.09
C 0.64099 -0.43744 0.12990 2.01 -1.37 -0.95
O 0.14099 0.80656 0.50890 -0.61 0.78 0.30
H 0.49199 -1.21944 0.87890 -0.09 0.25 0.04
H 1.76299 -0.34344 -0.02210 -1.22 -0.16 0.44
H 0.23799 -0.82044 -0.82310 -0.15 0.28 0.24
H -0.82901 0.72856 0.61390 0.11 0.04 -0.19
C 1.50699 2.58456 3.23490 -0.65 0.03 -1.09
O 2.07699 1.69256 2.34090 1.09 -0.08 -0.13
H 1.15499 3.47556 2.77290 -0.66 0.87 -0.82
H 2.18099 2.95156 3.93490 1.45 -0.03 1.53
H 0.69899 2.05856 3.64290 -1.37 -0.24 1.42
H 1.37199 1.30156 1.83090 -0.50 -0.39 -0.65

***

Record 3
20
Properties=species:S:1:pos:R:3:forces:R:3 method="wB97M-V/def2-TZVPD" homo_lumo_gap_ev=7.91 de_lowest_kcal_mol=10.82 lumo_energy_ev=3.51 total_charge=-1
C -1.51342 -0.16584 -2.10379 0.07 -0.47 -1.19
C -1.11465 0.10961 0.26751 -0.36 0.10 -0.76
C -0.63543 0.16447 1.47785 0.33 -0.01 0.60
C 1.38455 -1.06474 -1.37992 -0.02 -0.92 0.51
C 1.72998 1.00954 -2.94228 -0.38 -0.87 0.38
C -0.40210 -0.41884 -2.82342 -0.53 0.11 -0.02
C 0.60883 0.95599 1.77824 -0.05 0.01 0.04
N -1.63481 0.27219 -0.81648 0.09 0.35 1.15
N 0.91596 -0.39013 -2.41933 -0.09 0.50 0.09
O 0.48980 -2.01055 -0.88421 -0.19 0.09 -0.18
O 1.99760 0.91111 -4.10249 0.32 -0.09 -1.46
O 2.50142 -1.00943 -0.91042 0.37 0.17 0.26
O 1.78931 1.78452 -2.03640 0.13 0.96 1.03
H -2.46716 -0.15187 -2.61976 0.13 -0.07 -0.17
H -1.08866 -0.39116 2.28726 -0.13 -0.20 -0.15
H 0.91697 -2.41689 -0.11986 0.19 0.22 -0.15
H -0.51619 -0.51903 -3.90003 -0.17 -0.03 0.05
H 0.40844 1.71461 2.53848 0.05 0.06 0.02
H 0.96937 1.44254 0.87641 0.14 0.07 -0.05
H 1.39709 0.30120 2.15068 0.12 0.04 -0.01

***

Record 4
136
Properties=species:S:1:pos:R:3:forces:R:3 method="wB97M-V/def2-TZVPD" homo_lumo_gap_ev=9.34 lumo_energy_ev=0.28 total_charge=0
C -1.56869 6.63622 -0.38896 0.42 -0.02 -0.38
C -0.80574 5.54505 -1.15182 -1.16 -0.13 -0.05
C -1.76588 4.63161 -1.93792 0.90 0.62 0.14
Br -2.24560 5.55777 -3.59322 0.03 -0.02 0.01
C -1.13917 3.26220 -2.21172 -0.32 -0.33 -0.33
C 0.12314 3.28182 -3.07754 0.26 0.06 -0.08
O 0.09737 2.40688 -4.17315 0.26 -0.23 -0.14
C -0.63803 2.87680 -5.28521 -0.56 0.25 0.05
O -0.76106 2.63316 -0.98643 -0.06 0.13 0.30
C -1.80827 2.54077 -0.05585 0.05 0.14 -0.32
C -1.59411 1.42148 0.91697 -0.22 -0.64 0.89
Br -0.22687 0.17311 0.56760 0.04 0.14 -0.22
C -2.37712 1.27961 1.99611 0.32 0.20 -0.49
C -3.49428 2.23314 2.30847 0.28 0.07 -0.30
Br -2.15754 -0.14059 3.21952 -0.02 0.04 0.11
H -1.01060 6.89199 0.50486 -0.09 0.22 0.20
H -2.57150 6.31529 -0.12251 -0.10 -0.13 0.23
H -1.68007 7.52619 -1.00056 -0.03 0.15 -0.02
H -0.27678 4.91210 -0.44432 0.31 -0.03 -0.05
H -0.13849 5.99780 -1.87497 0.49 -0.05 0.16
H -2.70666 4.57401 -1.40551 -0.16 -0.30 0.02
H -1.87178 2.60327 -2.68699 -0.17 0.11 -0.23
H 0.37376 4.29450 -3.40274 -0.14 0.15 -0.13
H 0.94570 2.94309 -2.45490 0.06 -0.07 0.18
H -0.41486 2.29138 -6.16921 0.28 -0.29 0.09
H -1.70691 2.80629 -5.08622 -0.21 0.01 -0.02
H -0.41262 3.91540 -5.52088 0.22 0.14 0.04
H -2.76573 2.40683 -0.57409 -0.12 -0.21 -0.06
H -1.90069 3.47963 0.49638 -0.02 0.12 0.21
H -4.13192 2.33872 1.43439 -0.30 -0.07 -0.05
H -3.09867 3.22752 2.50565 0.09 0.14 0.18
H -4.07488 1.90834 3.16066 -0.13 -0.04 0.05
C -6.35631 3.00888 -3.64190 -0.02 -0.05 -0.07
C -6.11671 1.50106 -3.63881 0.04 0.02 0.12
C -4.90381 1.38121 -4.55059 -0.04 0.03 -0.10
O -4.15443 2.58915 -4.38509 0.03 -0.01 0.04
C -4.93281 3.55125 -3.67334 -0.23 -0.24 0.08
H -6.92502 3.36484 -2.78401 0.01 0.00 0.01
H -6.88905 3.30106 -4.54949 0.00 0.02 0.01
H -5.86517 1.16477 -2.62993 -0.01 -0.02 -0.01
H -6.96727 0.91805 -3.98780 0.00 0.01 -0.02
H -5.20180 1.30145 -5.60114 -0.03 -0.05 0.01
H -4.26964 0.52839 -4.30593 0.06 0.04 -0.01
H -4.52350 3.64544 -2.65989 -0.06 0.07 0.03
H -4.85953 4.51605 -4.16494 0.06 0.03 -0.05
C 2.49365 -4.01455 2.32472 -0.11 -0.11 -0.12
C 1.60574 -2.77772 2.40849 0.10 0.11 0.10
C 0.24721 -3.38475 2.71886 -0.09 -0.12 -0.09
O 0.49722 -4.57261 3.47309 0.05 0.01 -0.02
C 1.89494 -4.89589 3.41251 0.09 0.06 0.20
H 3.55190 -3.81155 2.47953 -0.01 0.02 0.06
H 2.37612 -4.48916 1.34725 0.01 0.00 0.00
H 1.92820 -2.14141 3.23650 0.01 0.02 0.00
H 1.60316 -2.17736 1.50010 -0.01 -0.01 -0.01
H -0.28415 -3.66291 1.80051 -0.01 0.09 -0.03
H -0.39172 -2.71592 3.29756 -0.02 -0.05 0.02
H 2.34218 -4.67968 4.38664 0.08 -0.09 -0.29
H 2.00916 -5.96121 3.20660 -0.09 -0.03 -0.02
C 3.66536 5.29936 -7.79727 -0.03 0.07 0.12
C 4.07673 4.02669 -7.06174 -0.19 0.04 -0.12
C 2.76203 3.60621 -6.41932 -0.02 0.10 0.10
O 1.72082 4.05137 -7.29461 0.04 0.03 -0.03
C 2.26168 4.94466 -8.26968 0.03 -0.10 -0.07
H 4.33125 5.56861 -8.61589 0.00 -0.02 -0.01
H 3.62631 6.13928 -7.09895 -0.01 0.01 -0.02
H 4.40596 3.27278 -7.77559 0.06 -0.01 0.02
H 4.87401 4.17321 -6.33816 0.03 -0.02 0.00
H 2.62107 4.08787 -5.44460 0.04 -0.05 0.03
H 2.68030 2.52723 -6.28350 -0.08 0.00 0.00
H 2.28736 4.42806 -9.23563 0.03 0.06 -0.03
H 1.61047 5.81520 -8.36064 -0.05 -0.03 0.03
C -1.90345 -6.74191 2.26853 -0.11 0.06 0.06
C -2.68953 -8.04928 2.23143 0.10 -0.06 -0.02
C -2.98608 -8.18879 0.74400 -0.05 0.11 -0.03
O -1.89622 -7.57325 0.05475 -0.01 0.01 0.05
C -1.09978 -6.82731 0.98065 0.07 -0.12 0.02
H -1.27564 -6.62551 3.14911 0.03 0.04 -0.02
H -2.59114 -5.89282 2.22719 0.02 0.02 0.00
H -2.05730 -8.87409 2.56828 -0.02 -0.01 0.00
H -3.59017 -8.04004 2.84386 -0.01 0.02 -0.01
H -3.90858 -7.66294 0.47230 -0.04 -0.04 0.04
H -3.07369 -9.22745 0.42287 0.03 0.01 -0.06
H -0.15742 -7.36393 1.13726 0.02 0.05 0.04
H -0.87324 -5.84908 0.55445 -0.02 -0.02 -0.06
C 8.02742 1.44373 -5.21982 -0.10 0.00 0.09
C 7.51923 0.29749 -6.08914 0.10 0.00 -0.08
C 6.33630 0.94647 -6.79392 -0.11 0.04 0.08
O 6.65596 2.33416 -6.92937 0.18 -0.13 0.07
C 7.79862 2.64397 -6.12805 0.07 -0.02 -0.12
H 9.06700 1.33761 -4.91406 0.01 0.00 -0.02
H 7.41427 1.52964 -4.31990 0.01 0.01 0.00
H 8.28247 0.01413 -6.81731 -0.01 -0.01 0.00
H 7.23979 -0.59161 -5.52641 -0.02 0.01 0.02
H 5.42139 0.85916 -6.19695 0.00 -0.06 -0.01
H 6.14632 0.52375 -7.78098 -0.01 0.05 -0.03
H 8.65338 2.80726 -6.79319 0.04 0.02 0.06
H 7.61066 3.56535 -5.57452 -0.05 0.02 -0.04
C 3.54417 -2.95982 8.35169 0.10 0.11 -0.03
C 2.19958 -3.65017 8.14993 0.06 -0.12 0.08
C 2.13881 -3.77795 6.63569 -0.03 0.11 0.08
O 3.49204 -3.90964 6.18588 0.03 0.09 0.08
C 4.38940 -3.60101 7.25960 -0.01 -0.19 0.09
H 3.96282 -3.09974 9.34825 0.01 -0.07 -0.02
H 3.44261 -1.89126 8.16897 0.00 -0.10 0.07
H 2.21483 -4.64125 8.61091 -0.04 0.00 -0.02
H 1.35625 -3.09624 8.55995 0.02 0.05 -0.03
H 1.70862 -2.87901 6.18074 -0.10 -0.02 0.02
H 1.56235 -4.64139 6.30145 0.01 0.02 0.00
H 4.84902 -4.53471 7.60310 0.03 0.03 0.01
H 5.17841 -2.94372 6.89149 -0.03 -0.01 -0.07
C 1.17326 1.78257 6.90106 0.12 0.07 -0.01
C 1.53107 0.94978 5.67387 -0.15 -0.07 -0.02
C 2.60432 0.02492 6.22637 0.14 0.08 0.04
O 2.28775 -0.18222 7.60880 -0.16 0.24 -0.14
C 1.28166 0.75148 8.01495 -0.11 -0.10 0.00
H 0.18863 2.24479 6.84819 -0.01 -0.03 -0.01
H 1.91387 2.57277 7.04467 -0.01 0.00 0.02
H 0.66399 0.36824 5.35123 0.00 0.01 -0.03
H 1.87693 1.54063 4.82733 0.02 0.00 0.00
H 3.59685 0.48335 6.16622 0.00 0.01 -0.06
H 2.63830 -0.93818 5.71595 0.04 -0.04 0.05
H 0.33950 0.20732 8.14356 -0.03 0.06 0.02
H 1.56240 1.18858 8.97367 0.05 -0.05 0.01
C -4.63268 -2.84425 2.31414 -0.01 -0.11 0.14
C -5.12778 -3.94561 1.38197 0.03 0.08 -0.13
C -6.56162 -3.50276 1.12000 -0.05 0.00 0.11
O -6.56412 -2.07375 1.19212 0.04 -0.03 0.02
C -5.32765 -1.61692 1.74566 0.05 0.00 -0.17
H -3.54952 -2.74314 2.33689 0.01 0.00 -0.03
H -4.97971 -3.03414 3.33280 0.01 0.02 0.01
H -4.55361 -3.93375 0.45243 0.00 -0.02 0.00
H -5.06376 -4.94617 1.80753 -0.02 0.00 0.03
H -7.24235 -3.88812 1.88681 0.01 -0.06 -0.02
H -6.93084 -3.81392 0.14236 -0.03 0.06 -0.01
H -4.73497 -1.16356 0.94167 0.06 0.02 0.06
H -5.52675 -0.85545 2.50114 -0.07 0.01 -0.02